Here is C28H46AsCoGeN4OS as an isolated structure at a distorted geometry from the Open Molecules 2025 dataset. Energies are from ωB97M-V/def2-TZVPD.

```
83
Properties=species:S:1:pos:R:3:forces:R:3:lowdin_spin:R:1
Co -0.364460 0.482951 0.078714 -1.18 -1.11 0.08 2.59
C 6.381440 -2.326449 -0.343086 -0.12 -0.03 -0.02 0.00
C 4.892440 -2.035849 -0.232186 0.10 0.18 0.06 0.00
C 4.501740 -1.545449 1.159614 0.20 0.19 -0.54 0.00
C 3.019140 -1.190749 1.265114 -0.80 0.51 0.18 0.01
Ge 2.501640 0.442351 0.178914 2.39 0.17 -0.12 0.05
C 3.105740 2.251951 0.836514 -0.87 -0.43 0.12 0.02
C 4.628340 2.468851 0.832914 0.31 -0.09 -0.31 0.01
C 5.187640 2.959151 -0.495886 0.20 -0.14 0.04 0.00
C 5.267040 1.895151 -1.575386 -0.17 0.16 0.08 0.00
H 6.633740 -2.638249 -1.352786 0.10 -0.02 -0.04 0.00
H 6.671340 -3.123449 0.339214 0.03 -0.05 0.03 0.00
H 6.971340 -1.446849 -0.094386 0.08 0.08 -0.02 0.00
H 4.329540 -2.942549 -0.471786 -0.12 0.04 -0.05 0.00
H 4.615440 -1.267149 -0.971286 0.00 -0.13 -0.03 0.00
H 5.123940 -0.690049 1.430014 0.05 -0.03 0.10 0.00
H 4.709440 -2.329949 1.894314 -0.10 0.11 0.06 0.00
H 2.755740 -0.952749 2.300214 -0.11 0.02 -0.13 0.00
H 2.413640 -2.040449 0.947714 -0.04 0.07 -0.05 0.00
H 2.570240 0.346151 -1.392986 -0.42 -0.06 0.60 0.00
H 2.736440 2.344151 1.861814 -0.11 -0.05 -0.11 0.00
H 2.625840 3.019851 0.222914 0.02 -0.15 0.05 0.00
H 5.155540 1.563951 1.142714 0.10 0.05 0.10 0.00
H 4.839040 3.232251 1.587214 -0.15 -0.14 0.12 0.00
H 6.201640 3.323751 -0.313886 -0.09 0.09 0.05 0.00
H 4.602440 3.808151 -0.855386 0.03 0.11 0.05 0.00
H 5.804640 1.018951 -1.216886 0.08 -0.14 -0.02 0.00
H 5.793740 2.289851 -2.440386 -0.02 -0.13 -0.14 0.00
H 4.267040 1.593651 -1.903286 0.01 -0.08 -0.12 0.00
C -2.193360 3.555551 -0.011586 -0.14 -0.17 -0.03 0.00
As -0.364060 2.880951 0.139914 0.32 1.99 -0.17 0.01
C 0.268540 4.169151 1.483414 0.08 -0.13 0.07 0.00
C 0.358940 3.635051 -1.518486 0.01 -0.14 -0.02 0.01
H -2.138160 4.616351 -0.266386 0.19 -0.08 0.06 0.00
H -2.720060 3.460051 0.937714 0.10 -0.05 -0.01 0.00
H -2.762460 3.043651 -0.786886 0.15 -0.03 0.07 0.00
H -0.266260 5.100251 1.278214 -0.02 -0.17 -0.04 0.00
H 1.334540 4.373751 1.411314 -0.04 -0.16 -0.09 0.00
H 0.040040 3.848651 2.499514 -0.05 -0.08 -0.09 0.00
H 0.379140 4.723951 -1.428286 -0.04 -0.13 0.07 0.00
H -0.302560 3.367651 -2.343886 0.01 0.00 0.05 0.00
H 1.362540 3.276951 -1.747786 -0.03 0.00 0.09 0.00
N -2.235360 0.420051 -0.275786 0.07 0.02 0.00 0.15
S -3.316360 0.313051 0.958514 -0.93 -0.61 -1.16 0.02
C -3.830060 -1.425449 0.948314 0.26 0.31 0.24 0.01
C -3.529160 -2.256949 -0.116986 0.15 0.11 -0.03 0.00
C -4.023360 -3.551649 -0.111386 0.02 -0.02 -0.07 0.00
C -4.807760 -3.993349 0.943114 0.00 0.00 0.01 0.00
C -5.076660 -3.153349 2.013214 -0.04 -0.01 0.02 0.00
C -4.574160 -1.862249 2.031714 -0.02 0.06 -0.07 0.00
C -4.807360 1.052951 0.244914 0.34 0.11 0.48 0.00
C -5.330060 2.166051 0.884914 0.02 -0.05 0.09 0.00
C -6.457260 2.776651 0.358714 -0.02 -0.01 -0.05 0.00
C -7.047960 2.274251 -0.791086 0.04 0.08 0.10 0.00
C -6.519860 1.153451 -1.413886 0.18 -0.12 -0.05 0.00
C -5.391860 0.533451 -0.900786 0.04 -0.10 -0.03 0.00
H -2.680060 0.483551 -1.188386 -0.04 -0.03 0.16 0.01
H -2.920860 -1.902349 -0.938786 -0.01 0.02 -0.05 0.00
H -3.817860 -4.206049 -0.945986 0.01 -0.05 -0.05 0.00
H -5.215460 -4.992049 0.927014 -0.03 -0.10 0.02 0.00
H -5.694260 -3.498049 2.826314 -0.03 -0.05 0.14 0.00
H -4.778160 -1.205949 2.864214 -0.07 0.08 0.11 0.00
H -4.882760 2.541151 1.792114 0.06 0.06 0.14 0.00
H -6.872760 3.638851 0.853514 -0.07 0.11 0.06 0.00
H -7.923960 2.752951 -1.201286 -0.08 0.03 -0.01 0.00
H -6.986660 0.749351 -2.298486 -0.06 -0.02 -0.08 0.00
H -4.998460 -0.353049 -1.376286 -0.01 -0.11 -0.05 0.00
C -0.505460 -3.887249 1.737614 -0.22 -0.15 0.88 0.00
N -0.074560 -3.318449 0.475214 0.06 0.60 -0.15 0.00
C 0.355940 -4.082249 -0.557586 0.14 0.15 -0.71 0.00
C 0.690040 -3.532149 -1.752186 0.01 -0.04 0.12 0.00
C 0.557740 -2.122149 -1.911886 -0.11 -0.26 0.17 0.00
N 0.232640 -1.376149 -0.841986 0.20 0.34 -0.04 0.03
C -0.056060 -1.961449 0.342414 0.03 -0.62 -0.18 0.01
O -0.303260 -1.194349 1.298514 0.04 0.50 0.37 0.05
N 0.741940 -1.535349 -3.082686 0.04 0.07 -0.07 0.00
H -0.532260 -4.972049 1.675314 0.07 0.05 -0.15 0.00
H -1.503960 -3.525049 1.986014 0.06 0.01 -0.07 0.00
H 0.181040 -3.588549 2.529214 -0.04 -0.03 0.00 0.00
H 0.415340 -5.146349 -0.382486 -0.05 -0.05 0.04 0.00
H 1.038640 -4.144549 -2.567386 -0.03 -0.09 -0.05 0.00
H 0.951340 -2.086549 -3.901286 0.03 0.07 0.00 0.00
H 0.591140 -0.545749 -3.199386 0.05 -0.07 -0.03 0.00
```
Positions in Å, forces in eV/Å.

Values from the calculation:
- Net charge: +3
- Calculated total energy: -203581.4132 eV
- Highest occupied orbital energy (alpha / beta): -0.6122 / -0.6120 hartree
- LUMO energy (alpha / beta): -10.40 / -11.14 eV
- Spin multiplicity: 4
- Orbital gap (alpha / beta): 6.259 / 5.517 eV
- ⟨S²⟩: 3.771
- Energy above the lowest of the compared OMol25 structures with the same formula, charge and spin: 265.48 kJ/mol

***

Here is one molecule with the formula C13H19N3O3S at a distorted geometry from the Open Molecules 2025 dataset. Energies are from ωB97M-V/def2-TZVPD.

```
39
Properties=species:S:1:pos:R:3:forces:R:3:mulliken_charge:R:1
C -5.738669 -2.216107 0.982302 0.07 0.34 -0.23 -1.09
C -6.121509 -0.854130 0.423855 -0.24 -0.15 0.51 -0.22
O -5.185522 -0.417565 -0.569632 -0.09 -0.09 -0.32 -0.36
C -4.072351 0.163427 -0.142438 0.16 0.11 -0.44 0.70
O -3.796810 0.368100 1.009246 -0.18 0.01 0.21 -0.59
C -3.198399 0.573983 -1.320344 -0.30 -0.06 0.16 -0.33
C -1.766227 0.587079 -0.946836 0.15 0.29 0.72 0.29
N -0.821279 0.099682 -1.663702 -1.41 -0.24 -0.82 -1.07
N 0.388836 0.213797 -1.135440 1.54 -0.01 0.43 0.27
C 0.399544 0.808032 0.010975 -1.36 0.31 -0.15 0.40
N 1.481033 1.076265 0.788760 0.03 0.31 0.80 -0.05
C 2.844656 0.872647 0.585403 -0.11 -0.04 -0.30 -0.03
O 3.595854 1.349640 1.400837 0.23 0.09 0.15 -0.64
C 3.229949 0.068637 -0.626851 0.30 -0.02 -0.37 0.45
C 4.701025 0.271044 -1.006466 -0.03 0.17 0.37 -1.30
C 5.659318 -0.367500 -0.003908 0.13 -0.12 -0.18 -0.58
C 5.340371 -1.845637 0.187909 0.00 0.15 0.28 -0.70
C 3.897785 -2.009021 0.654313 0.07 -0.16 -0.28 -0.60
C 2.942804 -1.422403 -0.379315 -0.11 0.07 0.28 -0.84
S -1.212528 1.284987 0.564378 0.83 -0.44 -0.60 -0.18
H -4.785831 -2.151782 1.502029 0.04 -0.03 0.06 0.31
H -5.655009 -2.942898 0.177985 -0.02 -0.09 -0.04 0.30
H -6.498950 -2.547585 1.683367 -0.08 -0.06 0.08 0.37
H -6.158631 -0.110055 1.225845 -0.06 -0.08 -0.17 0.31
H -7.081130 -0.893942 -0.094627 0.12 0.06 0.06 0.30
H -3.358909 -0.097586 -2.163369 0.05 0.09 0.05 0.22
H -3.516242 1.580523 -1.613480 -0.06 -0.07 -0.04 0.28
H 1.284730 1.591656 1.640307 0.21 -0.11 -0.16 0.26
H 2.589617 0.398375 -1.450502 0.11 -0.04 0.14 0.59
H 4.911406 1.339659 -1.080404 0.01 0.01 -0.10 0.37
H 4.858776 -0.174438 -1.991501 -0.03 0.02 -0.06 0.42
H 5.572129 0.149102 0.951443 0.08 0.00 -0.01 0.31
H 6.684591 -0.248931 -0.360874 0.03 0.03 0.03 0.34
H 6.021927 -2.280092 0.921773 0.05 -0.06 -0.05 0.33
H 5.478359 -2.378841 -0.756313 0.03 -0.09 -0.04 0.32
H 3.768506 -1.497226 1.610320 -0.02 -0.03 0.11 0.31
H 3.667608 -3.066261 0.803874 -0.04 0.02 0.08 0.34
H 1.907377 -1.552393 -0.063354 -0.02 -0.06 -0.10 0.35
H 3.066777 -1.950253 -1.326560 -0.07 -0.01 -0.06 0.45
```
Positions in Å, forces in eV/Å.

Values from the calculation:
- Calculated total energy: -35238.0014 eV
- Highest occupied orbital energy: -0.3330 hartree
- LUMO energy: 0.53 eV
- Spin multiplicity: 1
- Orbital gap: 9.591 eV
- Energy above the lowest of the compared OMol25 structures with the same formula, charge and spin: 54.59 kJ/mol

***

Here is C6H12NS as an isolated structure at a distorted geometry from the Open Molecules 2025 dataset. Energies are from ωB97M-V/def2-TZVPD.

```
20
Properties=species:S:1:pos:R:3:forces:R:3:mulliken_charge:R:1
C -0.531914 1.156324 1.540125 -2.31 0.56 -1.07 -0.51
C -1.769546 1.581501 1.258896 1.19 -1.46 -1.80 -0.25
C -0.441099 0.057842 -0.617565 -4.02 2.39 -0.81 0.43
C -1.015811 -1.202358 -0.189687 0.25 -2.56 1.62 -1.26
C -0.088245 0.293037 -2.012694 -1.16 -2.74 -1.45 -1.55
C 1.476824 -0.144676 0.913274 -0.54 -1.98 -0.29 -0.68
N 0.309173 0.695204 0.440084 2.96 3.12 0.62 0.12
S -2.377955 1.374805 -0.327264 2.15 -1.10 -0.59 -0.03
H -0.152405 1.262655 2.481043 1.50 -0.10 2.13 0.36
H -2.490479 1.852393 1.955849 -0.71 0.87 1.55 0.44
H -1.185646 -1.114203 0.945461 0.58 -0.86 -1.57 0.42
H -0.415986 -2.112411 -0.576794 -0.48 1.28 1.16 0.41
H -1.998706 -1.435703 -0.551151 -0.45 0.44 -0.66 0.38
H 0.667386 -0.338705 -2.396522 1.61 -1.18 0.29 0.48
H 0.254568 1.218225 -2.259287 0.40 2.98 -0.50 0.47
H -0.852159 -0.089889 -2.758097 0.09 0.99 1.27 0.37
H 1.112216 -1.194405 0.746154 0.59 0.83 1.05 0.31
H 2.212483 -0.050886 0.093097 0.32 0.33 1.13 0.37
H 1.723155 0.088753 2.002704 0.02 -0.28 -1.90 0.30
H 0.892764 1.573783 0.136822 -1.99 -1.56 -0.19 0.42
```
Positions in Å, forces in eV/Å.

Values from the calculation:
- Net charge: +1
- Calculated total energy: -18732.1696 eV
- Highest occupied orbital energy: -0.4664 hartree
- LUMO energy: -4.63 eV
- Spin multiplicity: 1
- Orbital gap: 8.064 eV
- Energy above the lowest of the compared OMol25 structures with the same formula, charge and spin: 297.59 kJ/mol

***

Q: The lowest energy above the lowest of the compared OMol25 structures with the same formula, charge and spin belongs to which entry?
A: C13H19N3O3S

***

Q: The highest energy above the lowest of the compared OMol25 structures with the same formula, charge and spin belongs to which entry?
A: C6H12NS

***

Q: Which of these has the highest calculated total energy?
A: C6H12NS